(1)
The following is a quantum chemistry calculation of the molecule C6H10O in a non-equilibrium geometry, from OMol25.

Each line ends with the natural charge from an NBO analysis.
Element x y z (Å)
C  0.73  1.18  1.15  -0.613
C  0.36  -0.08  0.40  0.252
O  1.01  -1.11  1.14  -0.715
C  0.73  -0.18  -1.12  -0.467
C  -0.53  -0.66  -1.77  -0.184
C  -1.57  -0.67  -0.94  -0.190
C  -1.20  -0.19  0.43  -0.457
H  0.16  1.17  2.09  0.218
H  0.48  2.09  0.59  0.219
H  1.81  1.09  1.45  0.182
H  1.76  -0.62  1.55  0.462
H  1.04  0.80  -1.53  0.210
H  1.57  -0.87  -1.27  0.227
H  -0.58  -0.97  -2.82  0.209
H  -2.59  -0.93  -1.20  0.210
H  -1.50  -0.84  1.25  0.230
H  -1.67  0.79  0.61  0.208

DFT total energy = -8430.80651 eV
largest force on an atom = 0.02616 Eh/bohr
molecular weight = 98.14 g/mol
SMILES = CC1(O)CC=CC1

(2)
The following is a quantum chemistry calculation of the molecule C6H10O, from OMol25.

Each line ends with the natural charge from an NBO analysis.
Element x y z (Å)
C  2.13  -1.06  0.30  -0.798
C  1.51  0.24  -0.06  0.202
C  -0.97  -0.86  -0.77  -0.632
C  -0.88  0.44  -0.02  0.236
C  -1.56  1.64  -0.52  -0.102
O  -2.08  0.89  0.59  -0.490
C  0.36  0.56  0.85  -0.594
H  1.55  -1.77  0.92  0.194
H  2.60  -1.56  -0.55  0.237
H  2.98  -0.70  0.93  0.283
H  -0.08  -0.97  -1.39  0.223
H  -1.85  -0.87  -1.42  0.226
H  -1.04  -1.70  -0.07  0.217
H  -1.17  2.62  -0.27  0.185
H  -2.15  1.58  -1.43  0.183
H  0.23  -0.10  1.73  0.184
H  0.43  1.61  1.18  0.248

DFT total energy = -8426.95251 eV
largest force on an atom = 0.01341 Eh/bohr
molecular weight = 98.14 g/mol